# C3H3NdO3

A molecular structure, C3H3NdO3 in a non-equilibrium geometry (the ωB97M-V functional and the def2-TZVPD basis, the Open Molecules 2025 dataset).

```
! wB97M-V def2-TZVPD RIJCOSX def2/J DEFGRID3
* xyz 1 5
C -3.062 -1.612 -0.008
C -2.567 -0.361 -0.030
O -1.309 -0.033 -0.255
Nd 0.265 1.934 0.048
H -2.415 -2.481 -0.145
H -4.140 -1.763 0.057
H -3.258 0.479 0.155
O 0.265 1.312 -2.763
C -0.741 1.090 -3.324
O -1.645 1.072 -4.043
*
```

The energy relative to the best compared isomer or geometry (same formula, charge and spin) comes out at 0.00 kJ/mol. As for the orbital gap (spin up / spin down): 0.1837 / 0.1864 hartree. Its expectation value of S² is 6.004.


# C3H3O2Pb

A molecular structure, C3H3O2Pb in a non-equilibrium geometry (the ωB97M-V functional and the def2-TZVPD basis, the Open Molecules 2025 dataset).

```
! wB97M-V def2-TZVPD RIJCOSX def2/J DEFGRID3
* xyz 1 1
C 0.514 -0.509 -0.617
C 0.401 -1.319 0.482
H -0.047 -2.312 0.403
H 0.680 -0.843 -1.640
H 0.853 -1.021 1.430
O -0.077 1.823 -0.957
C -0.269 0.694 -0.399
O -0.783 0.722 0.804
Pb -1.271 2.764 0.494
*
```

The energy relative to the best compared isomer or geometry (same formula, charge and spin) comes out at 75.23 kJ/mol. As for the orbital gap (spin up / spin down): 0.2698 / 0.2698 hartree.


# C3H3O2Rb

A molecular structure, C3H3O2Rb (the ωB97M-V functional and the def2-TZVPD basis, the Open Molecules 2025 dataset).

```
! wB97M-V def2-TZVPD RIJCOSX def2/J DEFGRID3
* xyz -1 2
C -2.314 0.109 -0.756
C -1.318 0.945 -0.908
O -0.146 0.771 0.130
C 0.897 1.436 0.096
Rb -1.576 -1.757 1.605
H -3.093 0.283 -1.512
H -1.000 1.767 -1.560
O 3.677 -1.838 0.488
H 4.626 -1.949 0.376
*
```

The energy relative to the best compared isomer or geometry (same formula, charge and spin) comes out at 93.49 kJ/mol. As for the orbital gap (spin up / spin down): 0.1148 / 0.1135 hartree. Its expectation value of S² is 0.755.


# C3H3O2S

A gas-phase ion, C3H3O2S (charge -1) in a non-equilibrium geometry (the ωB97M-V functional and the def2-TZVPD basis, the Open Molecules 2025 dataset).

```
! wB97M-V def2-TZVPD RIJCOSX def2/J DEFGRID3
* xyz -1 1
C 0.610 -0.484 -0.057
C -0.319 0.155 -0.677
C -0.865 -0.330 0.592
O -1.703 -2.270 -0.737
O -1.390 -2.592 1.743
S -1.923 -1.749 0.625
H 1.448 -1.018 0.279
H -0.787 0.807 -1.361
H -0.702 0.388 1.413
*
```

The energy relative to the best compared isomer or geometry (same formula, charge and spin) comes out at 382.39 kJ/mol. As for the orbital gap: 0.2477 hartree.


# C3H3O2V

A molecular structure, C3H3O2V in a non-equilibrium geometry (the ωB97M-V functional and the def2-TZVPD basis, the Open Molecules 2025 dataset).

```
! wB97M-V def2-TZVPD RIJCOSX def2/J DEFGRID3
* xyz 1 4
C -1.334 -0.216 0.159
C -1.957 0.807 -0.451
H -3.002 0.754 -0.781
H -1.937 -1.134 0.239
H -1.456 1.761 -0.655
O 2.178 -0.368 0.720
C 3.094 -0.654 0.047
O 4.069 -0.940 -0.485
V 0.345 -0.011 1.206
*
```

The energy relative to the best compared isomer or geometry (same formula, charge and spin) comes out at 47.61 kJ/mol. As for the orbital gap (spin up / spin down): 0.2920 / 0.3117 hartree. Its expectation value of S² is 3.778.


# C3H3O3

A molecular structure, C3H3O3 in a non-equilibrium geometry (the ωB97M-V functional and the def2-TZVPD basis, the Open Molecules 2025 dataset).

```
! wB97M-V def2-TZVPD RIJCOSX def2/J DEFGRID3
* xyz 1 1
C -0.534 0.501 0.801
C 1.420 1.049 0.015
C -0.441 -0.453 -0.296
O 0.560 1.167 0.856
O 0.635 -0.304 -0.938
O -1.249 -1.397 -0.635
H -1.225 0.679 1.672
H 2.560 1.047 -0.122
H -1.040 -2.072 -1.286
*
```

The energy relative to the best compared isomer or geometry (same formula, charge and spin) comes out at 288.41 kJ/mol. As for the orbital gap (spin up / spin down): 0.3181 / 0.3183 hartree.


What is the energy relative to the best compared isomer or geometry (same formula, charge and spin) in the fifth record?
47.61 kJ/mol